C42H39N4O4SiTl | ωB97M-V/def2-TZVPD

Structure (ORCA input):
```
! RIJCOSX wB97M-V def2-TZVPD def2/J DEFGRID3
* xyz -2 1
Tl -0.5431 -0.2489 -0.3177
C -1.4785 4.6911 -3.0234
C -1.8696 3.4698 -2.4540
N -1.5862 3.1350 -1.2200
C -0.8728 3.9674 -0.4378
C -0.4096 5.2238 -0.9306
C -0.7481 5.5588 -2.2600
C 0.3418 6.0825 -0.1034
C 0.6270 5.6851 1.1799
C 0.1726 4.4710 1.6916
C -0.6023 3.5712 0.9385
N -1.0251 2.3736 1.3834
C -1.3417 2.1458 2.6623
C -1.7659 3.1544 3.5521
C -2.1072 2.9009 4.8761
C -2.0699 1.6352 5.4045
C -1.7432 0.5561 4.5575
C -1.7935 -0.7812 5.0074
C -1.5584 -1.8085 4.1402
C -1.2436 -1.5019 2.8089
N -1.1412 -0.2710 2.3700
C -1.3883 0.7765 3.1888
H -1.7592 4.9354 -4.0405
H -2.4348 2.7393 -3.0271
H -0.4163 6.5113 -2.6604
H 0.6906 7.0335 -0.4905
H 1.2106 6.3378 1.8216
H 0.4467 4.1895 2.6995
H -1.8455 4.1634 3.1705
H -2.4013 3.7336 5.5082
H -2.3327 1.4501 6.4402
H -2.0441 -0.9776 6.0449
H -1.6192 -2.8420 4.4591
H -1.0997 -2.2798 2.0642
C -4.1740 -0.0700 0.2625
Si -4.2485 -1.6720 -0.7286
C -5.2067 -1.1734 -2.3184
C -5.4160 -2.8618 0.2183
N -2.6941 -2.2995 -0.8519
C -2.2421 -3.4264 -1.4145
C -2.9459 -4.2273 -2.3529
C -2.3936 -5.3458 -2.9542
C -1.1029 -5.7503 -2.6456
C -0.3860 -5.0223 -1.6936
C -0.9316 -3.9067 -1.0958
O -0.2936 -3.2387 -0.0521
C 1.0664 -3.2477 0.0532
C 1.8939 -2.7568 -0.9515
C 3.2648 -2.7521 -0.7665
C 3.8271 -3.2267 0.4127
C 2.9957 -3.6834 1.4245
C 1.6217 -3.6986 1.2448
H -5.1606 0.3909 0.3792
H -3.5185 0.6567 -0.2226
H -3.7701 -0.2556 1.2597
H -6.2653 -0.9903 -2.1127
H -5.1476 -1.9311 -3.1054
H -4.7768 -0.2497 -2.7169
H -6.4601 -2.5350 0.2347
H -5.0703 -2.9401 1.2528
H -5.3825 -3.8647 -0.2183
H -3.9560 -3.9170 -2.5994
H -2.9773 -5.9091 -3.6765
H -0.6579 -6.6200 -3.1138
H 0.6089 -5.3436 -1.4089
H 1.4541 -2.3354 -1.8455
H 3.9023 -2.3581 -1.5487
H 4.9025 -3.2226 0.5451
H 3.4173 -4.0285 2.3617
H 0.9609 -4.0468 2.0290
C 5.4146 2.0465 -4.7631
O 6.0098 1.9145 -3.4958
C 5.2141 1.3986 -2.4969
C 5.7448 1.5155 -1.1970
C 5.0109 1.0305 -0.1461
C 3.7494 0.4214 -0.2895
C 3.0742 -0.1060 0.8876
C 3.8861 -0.1627 2.1877
O 1.9238 -0.5273 0.9616
C 3.1790 0.3096 -1.6254
O 2.0751 -0.2066 -1.9041
C 3.9984 0.8227 -2.7067
H 6.0838 2.6760 -5.3499
H 4.4332 2.5246 -4.6955
H 5.2996 1.0791 -5.2643
H 6.7084 1.9881 -1.0560
H 5.4232 1.1576 0.8470
H 4.8114 -0.7243 2.0499
H 3.2703 -0.6525 2.9390
H 4.1287 0.8455 2.5291
H 3.5755 0.7273 -3.6988
*
```

Values from the calculation:
* orbital gap: 5.80 eV
* molecular weight: 896.27 g mol⁻¹
* E_LUMO: 4.31 eV
* electronic energy: -2605.95099 Eh

Here are the Mulliken charges for atoms 1 to 4, given in e: 1.053 -0.775 -0.279 -0.265

***

C42H39N7OPdS3 | ωB97M-V/def2-TZVPD

Structure (ORCA input):
```
! RIJCOSX wB97M-V def2-TZVPD def2/J DEFGRID3
* xyz 2 1
Pd 0.4028 0.2691 0.2481
N -0.3866 -1.0675 1.6415
S -0.4552 -0.4333 2.9775
N 0.5178 0.8556 3.2575
S 0.1710 2.3584 3.0441
N -0.5241 2.8536 1.7551
S 0.1756 3.1463 0.3032
N 1.0327 2.1353 -0.3578
C 1.0358 4.6856 0.4994
C 0.3553 5.7803 1.0191
C 1.0263 6.9852 1.1314
C 2.3535 7.0818 0.7258
C 3.0159 5.9784 0.2091
C 2.3544 4.7632 0.0871
C -1.3062 3.6596 -0.5597
C -1.0896 4.2753 -1.7853
C -2.1774 4.6049 -2.5779
C -3.4650 4.3148 -2.1448
C -3.6674 3.6989 -0.9158
C -2.5851 3.3650 -0.1139
C 1.7366 3.1332 3.3025
C 1.7877 4.4146 3.8313
C 3.0225 5.0368 3.9287
C 4.1697 4.3827 3.5011
C 4.0955 3.1009 2.9702
C 2.8713 2.4637 2.8618
C -0.8860 2.9456 4.3280
C -1.9884 3.7361 4.0445
C -2.7590 4.1922 5.1049
C -2.4129 3.8702 6.4094
C -1.3000 3.0789 6.6731
C -0.5295 2.6025 5.6282
C 0.0825 -1.5169 4.2763
C -0.4989 -2.7807 4.2688
C -0.1123 -3.6997 5.2289
C 0.8500 -3.3575 6.1719
C 1.4305 -2.0977 6.1584
C 1.0475 -1.1613 5.2069
C -2.0779 0.0772 3.5053
C -2.4592 0.0560 4.8404
C -3.7192 0.5272 5.1772
C -4.5749 1.0038 4.1919
C -4.1788 1.0126 2.8608
C -2.9220 0.5451 2.5098
H -0.6834 5.6942 1.3141
H 0.5142 7.8527 1.5255
H 2.8701 8.0290 0.8064
H 4.0448 6.0641 -0.1132
H 2.8368 3.8872 -0.3247
H -0.0835 4.4950 -2.1220
H -2.0188 5.0917 -3.5303
H -4.3129 4.5797 -2.7623
H -4.6732 3.4884 -0.5755
H -2.7318 2.8887 0.8444
H 0.8898 4.9213 4.1609
H 3.0867 6.0324 4.3458
H 5.1296 4.8741 3.5879
H 4.9935 2.5949 2.6416
H 2.7919 1.4654 2.4612
H -2.2349 3.9810 3.0211
H -3.6272 4.8066 4.9090
H -3.0130 4.2403 7.2300
H -1.0343 2.8335 7.6922
H 0.3366 1.9804 5.8169
H -1.2359 -3.0395 3.5194
H -0.5584 -4.6846 5.2395
H 1.1511 -4.0803 6.9181
H 2.1856 -1.8398 6.8886
H 1.5028 -0.1819 5.1772
H -1.7944 -0.3210 5.6065
H -4.0368 0.5103 6.2111
H -5.5603 1.3585 4.4635
H -4.8537 1.3734 2.0952
H -2.5834 0.5453 1.4826
C 4.9938 -1.0050 0.9945
C 4.6634 0.0054 0.1049
C 3.3370 0.3588 -0.0520
N 2.3540 -0.2461 0.6308
C 2.6675 -1.2446 1.4699
C 3.9736 -1.6407 1.6835
H 6.0246 -1.3006 1.1371
H 5.4179 0.5172 -0.4752
H 3.0310 1.1481 -0.7225
H 1.8403 -1.7371 1.9563
H 4.1738 -2.4490 2.3723
N -2.1922 -1.4146 -0.6478
C -2.2494 -0.1185 -0.9616
N -3.1967 0.3265 -1.8024
O -1.4612 0.7337 -0.4595
H -2.8217 -2.0901 -1.0439
H -1.6006 -1.6723 0.1380
H -3.8112 -0.3011 -2.2904
H -3.1078 1.2720 -2.1370
*
```

Values from the calculation:
* ΔE to the lowest compared entry with this formula, charge and spin: 3.1 kcal/mol
* orbital gap: 8.48 eV
* molecular weight: 860.44 g mol⁻¹
* E_LUMO: -4.92 eV
* electronic energy: -3404.20228 Eh

Here are the Mulliken charges for atoms 1 to 4, given in e: -0.105 -1.378 2.795 -0.006

***

C42H40FeN4O4Sb2Te | ωB97M-V/def2-TZVPD

Structure (ORCA input):
```
! RIJCOSX wB97M-V def2-TZVPD def2/J DEFGRID3
* xyz -2 1
Fe -0.5279 0.0765 -0.5984
O 0.2680 -2.1825 -5.3642
C 0.3290 -3.2444 -4.5458
C 0.5826 -4.4961 -5.1089
C 0.6357 -5.6257 -4.3121
C 0.4349 -5.5327 -2.9391
C 0.1912 -4.2911 -2.3754
C 0.1442 -3.1381 -3.1549
C -0.0797 -1.8311 -2.4811
O -0.0786 -1.7967 -1.2049
N -0.1973 -0.7763 -3.2549
N -0.3573 0.3670 -2.4856
C -0.4167 1.4866 -3.1030
C -0.5785 2.7641 -2.4554
C -0.5791 3.9053 -3.2740
C -0.7141 5.1772 -2.7696
C -0.8619 5.3251 -1.3795
C -0.8694 4.2377 -0.5468
C -0.7260 2.9042 -1.0370
O -0.7307 1.9384 -0.1997
H 0.0283 -1.4013 -4.7831
H 0.7257 -4.5531 -6.1808
H 0.8275 -6.5902 -4.7690
H 0.4605 -6.4177 -2.3166
H 0.0163 -4.1808 -1.3121
H -0.3384 1.4703 -4.1906
H -0.4681 3.7591 -4.3451
H -0.7141 6.0391 -3.4248
H -0.9809 6.3170 -0.9554
H -1.0016 4.3466 0.5225
C 1.3295 -1.9385 2.5756
C 0.1000 -2.7890 2.9539
C -0.9965 -2.7736 1.8895
Sb -1.8827 -0.6488 2.0699
C -2.9409 1.3179 2.8201
C -4.1634 1.4251 3.4863
C -4.6251 2.6349 3.9964
C -3.8649 3.7898 3.8502
C -2.6482 3.7157 3.1824
C -2.2020 2.4959 2.6810
C -3.1459 -1.6062 3.5664
C -4.1336 -2.5154 3.1953
C -4.9117 -3.1603 4.1504
C -4.7011 -2.9185 5.5027
C -3.7157 -2.0189 5.8880
C -2.9552 -1.3636 4.9256
Sb 1.2815 0.2079 2.9292
C 3.4730 0.2084 3.4373
C 4.2187 -0.8029 4.0460
C 5.5914 -0.6909 4.2331
C 6.2632 0.4492 3.8088
C 5.5472 1.4719 3.2028
C 4.1728 1.3440 3.0254
C 0.6193 0.0753 4.9834
C 0.9147 -0.9804 5.8441
C 0.4336 -1.0006 7.1465
C -0.3629 0.0389 7.6107
C -0.6736 1.0941 6.7651
C -0.1847 1.1093 5.4636
H 1.5290 -2.0466 1.5071
H 2.2249 -2.2967 3.0932
H -0.3172 -2.4378 3.9089
H 0.4621 -3.8077 3.1640
H -1.7595 -3.5305 2.0905
H -0.5878 -2.9351 0.8892
H -4.7801 0.5388 3.6182
H -5.5816 2.6791 4.5106
H -4.2194 4.7359 4.2462
H -2.0489 4.6129 3.0501
H -1.2559 2.4584 2.1452
H -4.2943 -2.7181 2.1403
H -5.6847 -3.8550 3.8377
H -5.3028 -3.4253 6.2496
H -3.5388 -1.8208 6.9403
H -2.2086 -0.6433 5.2454
H 3.7254 -1.7102 4.3827
H 6.1411 -1.4961 4.7094
H 7.3343 0.5381 3.9505
H 6.0577 2.3704 2.8719
H 3.6244 2.1560 2.5515
H 1.5063 -1.8173 5.4887
H 0.6650 -1.8383 7.7950
H -0.7535 0.0160 8.6217
H -1.3169 1.8974 7.1048
H -0.4705 1.9221 4.8042
Te -3.1507 -0.6465 -0.3281
N 3.8287 0.4657 -0.6969
C 2.6208 -0.1924 -0.5419
N 2.6538 -1.5401 -0.6776
O 1.6019 0.4419 -0.2840
H 4.6299 -0.0234 -0.3278
H 3.7662 1.4184 -0.3682
H 3.3909 -1.9452 -1.2286
H 1.7290 -1.9668 -0.7348
*
```

Values from the calculation:
* ΔE to the lowest compared entry with this formula, charge and spin: 0.0 kcal/mol
* orbital gap (alpha / beta): 4.62 / 4.62 eV
* molecular weight: 1091.77 g mol⁻¹
* E_LUMO (alpha / beta): 4.09 / 4.09 eV
* electronic energy: -4156.71955 Eh

Here are the Mulliken charges for atoms 1 to 4, given in e: -0.052 -0.714 0.226 -0.680

***

C42H41BrErN6SSi | ωB97M-V/def2-TZVPD

Structure (ORCA input):
```
! RIJCOSX wB97M-V def2-TZVPD def2/J DEFGRID3
* xyz 1 4
Er -0.2136 -0.0061 0.3403
C 1.1248 3.4656 0.3538
C 0.6684 3.2000 1.7893
C 1.4378 2.1272 2.5131
C 2.5787 2.4439 3.2385
C 3.2278 1.4592 3.9620
C 2.7055 0.1761 3.9655
C 1.5836 -0.0686 3.1970
N 0.9744 0.8687 2.4636
N 0.4368 2.5694 -0.6034
C 1.2982 2.2303 -1.7456
C 2.5384 1.5253 -1.2805
C 3.7504 1.7113 -1.9288
C 4.8828 1.0945 -1.4261
C 4.7722 0.3328 -0.2732
C 3.5208 0.1843 0.2944
N 2.4173 0.7516 -0.1999
C -0.7688 3.2391 -1.1023
C -1.7818 2.2924 -1.6875
C -2.4530 2.5696 -2.8643
C -3.4311 1.6878 -3.3012
C -3.7145 0.5649 -2.5437
C -2.9836 0.3528 -1.3886
N -2.0387 1.1962 -0.9696
H 0.9224 4.5087 0.0872
H 2.2016 3.3273 0.2714
H 0.7365 4.1196 2.3732
H -0.3850 2.9181 1.7786
H 2.9355 3.4656 3.2508
H 4.1146 1.6949 4.5354
H 3.1526 -0.6186 4.5453
H 1.1325 -1.0518 3.1679
H 0.7403 1.5710 -2.4171
H 1.5790 3.1330 -2.3064
H 3.7998 2.3429 -2.8058
H 5.8405 1.2264 -1.9120
H 5.6311 -0.1464 0.1748
H 3.3911 -0.4173 1.1876
H -1.2309 3.7494 -0.2574
H -0.5101 4.0171 -1.8330
H -2.2120 3.4603 -3.4287
H -3.9652 1.8787 -4.2227
H -4.4705 -0.1460 -2.8442
H -3.1473 -0.5280 -0.7758
S -3.2585 0.0762 4.3714
C -3.2797 1.7518 3.9693
C -3.7894 2.8204 4.7021
C -3.7834 4.0714 4.1212
C -3.3066 4.2420 2.8162
C -2.7919 3.1786 2.1052
C -2.7340 1.9152 2.6959
N -2.2440 0.7595 2.1036
C -2.5040 -0.2815 2.8462
C -2.2506 -1.6569 2.4260
C -2.9074 -2.7101 3.0673
C -2.7631 -4.0009 2.5996
C -1.9620 -4.2351 1.4901
C -1.2935 -3.1797 0.8890
C -1.3897 -1.8555 1.3424
H -4.2006 2.6686 5.6910
H -4.1799 4.9179 4.6644
H -3.3611 5.2189 2.3539
H -2.4807 3.2966 1.0788
H -3.5676 -2.5138 3.9058
H -3.2876 -4.8180 3.0771
H -1.8637 -5.2400 1.0974
H -0.6749 -3.3992 0.0251
C -0.1697 -1.5943 -5.9197
Si -0.5043 -2.4982 -4.3271
C 0.5775 -4.0110 -4.2162
C -2.3019 -2.9856 -4.2254
C -0.1467 -1.4067 -2.8973
C 0.0283 -0.7290 -1.8916
H -0.4504 -2.2204 -6.7702
H 0.8881 -1.3445 -6.0212
H -0.7430 -0.6674 -5.9787
H 0.3542 -4.6922 -5.0410
H 0.4120 -4.5489 -3.2805
H 1.6362 -3.7502 -4.2750
H -2.5429 -3.7530 -4.9645
H -2.9476 -2.1245 -4.4117
H -2.5393 -3.3796 -3.2350
Br 5.2226 -5.0789 0.5357
C 3.7376 -3.9299 0.4636
C 2.9013 -3.8052 1.5605
C 1.8326 -2.9321 1.4576
N 1.5800 -2.1869 0.3780
C 2.3863 -2.3461 -0.6764
C 3.4707 -3.2084 -0.6843
H 3.0605 -4.3814 2.4603
H 1.1188 -2.8557 2.2684
H 2.1349 -1.7656 -1.5539
H 4.0888 -3.3041 -1.5654
*
```

Values from the calculation:
* orbital gap (alpha / beta): 8.25 / 8.26 eV
* expectation value of S²: 3.753
* molecular weight: 937.15 g mol⁻¹
* E_LUMO (alpha / beta): -2.17 / -2.17 eV
* electronic energy: -6230.28095 Eh

Here are the Mulliken charges for atoms 1 to 4, given in e: 0.573 -1.535 0.703 0.388

***

C42H41BrN3O3PSbTi | ωB97M-V/def2-TZVPD

Structure (ORCA input):
```
! RIJCOSX wB97M-V def2-TZVPD def2/J DEFGRID3
* xyz 1 3
Ti -0.1850 -0.9815 -0.3484
O -1.5759 5.8154 -1.7701
C -0.3133 5.2892 -2.1193
C -0.2612 3.8377 -1.7165
C 0.8729 3.0734 -1.9422
C 0.8744 1.7473 -1.5758
N -0.1736 1.1371 -0.9888
C -1.2463 1.9001 -0.7187
C -1.3335 3.2346 -1.0819
C -2.2885 1.2442 0.1325
C -3.4368 1.8892 0.5389
C -4.2570 1.2872 1.4886
C -5.4514 2.0398 2.0249
O -5.0350 3.1780 2.7647
C -3.8914 0.0483 1.9789
C -2.7526 -0.5635 1.4869
N -1.9634 0.0095 0.5730
H -1.6097 6.7457 -2.0070
H 0.4992 5.8212 -1.6134
H -0.1338 5.3605 -3.1972
H 1.7591 3.4997 -2.3967
H 1.7587 1.1499 -1.7360
H -2.2064 3.8272 -0.8584
H -3.6872 2.8745 0.1709
H -6.0796 1.3739 2.6221
H -6.0548 2.4228 1.2024
H -4.5834 2.8709 3.5585
H -4.4847 -0.4495 2.7357
H -2.4621 -1.5453 1.8360
C 4.6084 2.7977 0.4615
C 4.4555 1.5448 -0.1260
C 3.4354 0.7081 0.2903
C 2.5555 1.0996 1.3042
C 2.7241 2.3448 1.8945
C 3.7459 3.1915 1.4715
P 1.2050 -0.0889 1.6639
C 0.2428 0.6253 3.0363
C -0.3765 1.8615 2.8277
C -1.2449 2.3900 3.7680
C -1.5265 1.6775 4.9294
C -0.9349 0.4407 5.1382
C -0.0544 -0.0834 4.1976
C 2.0849 -1.5390 2.2976
C 2.8590 -1.5178 3.4259
C 3.5564 -2.6752 3.8308
C 3.4700 -3.8120 3.0790
C 2.6976 -3.8549 1.8908
C 2.6341 -5.0270 1.0934
C 1.9066 -5.0222 -0.0572
C 1.2091 -3.8549 -0.4549
C 1.1930 -2.6755 0.2590
C 1.9792 -2.7031 1.4740
H 5.4052 3.4561 0.1408
H 5.1375 1.2213 -0.9027
H 3.3150 -0.2728 -0.1616
H 2.0694 2.6592 2.6990
H 3.8713 4.1570 1.9447
H -0.1682 2.4179 1.9190
H -1.6992 3.3587 3.5981
H -2.1944 2.0908 5.6753
H -1.1491 -0.1168 6.0408
H 0.4023 -1.0497 4.3677
H 2.9441 -0.6079 4.0109
H 4.1614 -2.6561 4.7278
H 4.0084 -4.7032 3.3809
H 3.1771 -5.9112 1.4065
H 1.8608 -5.9161 -0.6688
H 0.6336 -3.9282 -1.3769
O -5.2136 -2.9859 -3.8906
C -4.1276 -2.5874 -3.2104
C -3.3512 -1.4858 -3.5656
C -2.2608 -1.1853 -2.7834
N -1.9009 -1.8807 -1.6919
C -2.6727 -2.9193 -1.3771
Br -2.1913 -3.8840 0.1732
C -3.7814 -3.3263 -2.0854
H -5.3693 -2.4245 -4.6578
H -3.5886 -0.8832 -4.4325
H -1.6285 -0.3391 -3.0275
H -4.3667 -4.1810 -1.7826
C 3.4310 -0.7668 -3.0915
Sb 1.3978 -1.4230 -2.9792
C 0.7489 -0.4956 -4.8097
C 1.7405 -3.3561 -3.8048
H 3.8630 -1.0888 -4.0380
H 3.9957 -1.2024 -2.2674
H 3.4892 0.3201 -3.0240
H 1.4996 -0.6266 -5.5879
H 0.5809 0.5707 -4.6501
H -0.1855 -0.9528 -5.1373
H 2.2472 -3.2589 -4.7637
H 0.7912 -3.8731 -3.9431
H 2.3549 -3.9285 -3.1123
*
```

Values from the calculation:
* ΔE to the lowest compared entry with this formula, charge and spin: 0.0 kcal/mol
* orbital gap (alpha / beta): 5.87 / 6.80 eV
* expectation value of S²: 2.010
* molecular weight: 916.31 g mol⁻¹
* E_LUMO (alpha / beta): -2.73 / -2.87 eV
* electronic energy: -6019.99606 Eh

Here are the Mulliken charges for atoms 1 to 4, given in e: -0.377 -0.504 -0.486 -0.209